Density functional theory data (ωB97M-V/def2-TZVPD) for 2 unconnected molecules or ions with the total composition C5H14 in a non-equilibrium geometry.

Output
SMILES	CCC.CC

```
! wB97M-V def2-TZVPD RIJCOSX def2/J DEFGRID3
* xyz 0 1
C -0.907 0.038 1.529
C 0.561 -0.099 1.118
C 1.469 0.286 2.288
H -1.253 1.038 1.815
H -1.526 -0.289 0.692
H -1.142 -0.561 2.415
H 0.756 0.567 0.282
H 0.760 -1.145 0.901
H 2.487 0.576 2.033
H 1.470 -0.526 3.012
H 1.066 1.111 2.878
C -1.199 -0.226 -2.046
C 0.131 0.002 -2.731
H -1.464 0.562 -1.353
H -1.994 -0.306 -2.783
H -1.261 -1.171 -1.509
H 0.710 -0.899 -2.950
H 0.793 0.659 -2.159
H 0.030 0.559 -3.667
*
```

***

Density functional theory data (ωB97M-V/def2-TZVPD) for 2 unconnected molecules or ions with the total composition C5H14 in a non-equilibrium geometry.

Output
SMILES	CCC.CC

```
! wB97M-V def2-TZVPD RIJCOSX def2/J DEFGRID3
* xyz 0 1
C 0.513 1.559 0.444
C -0.835 2.186 0.123
C -1.309 1.852 -1.277
H 1.060 1.335 -0.467
H 0.459 0.661 1.059
H 1.059 2.119 1.215
H -1.595 1.883 0.854
H -0.841 3.266 0.268
H -1.712 0.840 -1.397
H -2.172 2.399 -1.662
H -0.517 2.019 -2.005
C 0.732 -3.258 0.360
C 0.777 -1.735 0.366
H 1.459 -3.752 -0.295
H 0.845 -3.729 1.335
H -0.234 -3.592 -0.037
H 1.574 -1.354 1.004
H -0.185 -1.381 0.737
H 0.920 -1.319 -0.625
*
```

***

Calculated HOMO-LUMO gap (Ha), listed in the same order as above: 0.464 0.441